A 7-piece molecular cluster, C54H124BN6 overall in a non-equilibrium geometry. Source: OMol25; level of theory: the ωB97M-V functional and the def2-TZVPD basis.

Values from the calculation:
- E_tot: -2483.230658 Eh
- Charge: +5
- HOMO level: -19.2 eV
- Kohn-Sham gap: 10.02 eV

XYZ file:
```
185
C54H124BN6 the ωB97M-V functional and the def2-TZVPD basis
B -0.66 -0.23 -0.33
H 0.07 -0.19 -1.12
H -1.51 -0.78 -0.71
H -0.30 -0.78 0.52
H -1.03 0.75 -0.04
C -0.87 -3.50 1.83
C -2.41 -3.47 1.78
C -2.98 -2.25 1.02
N -4.49 -1.82 1.21
C -4.80 -0.43 0.54
C -4.69 -0.51 -0.97
C -5.70 -1.58 -1.57
C -5.38 -2.98 -0.93
C -5.40 -2.93 0.65
C -4.80 -1.64 2.69
H -0.44 -2.82 2.57
H -0.50 -3.41 0.80
H -0.44 -4.50 1.87
H -2.74 -3.46 2.82
H -2.72 -4.41 1.32
H -2.86 -2.45 -0.05
H -2.41 -1.38 1.33
H -4.07 0.15 1.10
H -5.82 -0.12 0.77
H -3.73 -0.88 -1.35
H -5.04 0.45 -1.35
H -5.72 -1.70 -2.66
H -6.70 -1.18 -1.36
H -4.41 -3.33 -1.25
H -6.01 -3.77 -1.33
H -5.02 -3.85 1.09
H -6.39 -2.61 0.99
H -4.95 -2.56 3.25
H -5.73 -1.11 2.87
H -3.87 -1.16 3.02
C 2.70 -6.03 -6.04
C 2.25 -4.61 -5.53
C 1.25 -4.84 -4.37
N 0.87 -3.44 -3.72
C 0.02 -2.54 -4.76
C -1.41 -3.13 -4.81
C -2.15 -3.39 -3.48
C -1.19 -4.23 -2.43
C 0.23 -3.68 -2.34
C 2.17 -2.62 -3.32
H 2.97 -6.11 -7.09
H 1.93 -6.76 -5.81
H 3.61 -6.27 -5.50
H 1.59 -4.17 -6.28
H 3.11 -3.97 -5.35
H 1.71 -5.45 -3.60
H 0.32 -5.35 -4.60
H 0.61 -2.44 -5.68
H -0.02 -1.59 -4.23
H -1.55 -4.04 -5.39
H -2.09 -2.50 -5.39
H -3.10 -3.89 -3.64
H -2.45 -2.47 -2.96
H -1.03 -5.23 -2.85
H -1.68 -4.50 -1.49
H 1.01 -4.21 -1.80
H 0.12 -2.65 -2.00
H 2.60 -2.28 -4.26
H 2.94 -3.15 -2.75
H 1.85 -1.73 -2.77
C 1.65 5.35 1.95
C 0.18 5.47 1.33
C -1.08 5.73 2.25
N -2.45 6.02 1.48
C -3.58 5.90 2.58
C -4.09 4.51 2.92
C -4.42 3.77 1.62
C -3.28 3.61 0.58
C -2.78 5.05 0.20
C -2.53 7.52 1.06
H 1.96 6.25 2.49
H 2.42 5.01 1.26
H 1.66 4.51 2.64
H 0.05 4.58 0.71
H 0.14 6.09 0.44
H -1.05 6.66 2.81
H -1.24 4.81 2.80
H -3.40 6.52 3.46
H -4.45 6.40 2.16
H -3.31 3.98 3.47
H -4.99 4.49 3.52
H -4.85 2.81 1.89
H -5.18 4.30 1.06
H -2.38 3.12 0.96
H -3.54 2.94 -0.24
H -1.98 5.07 -0.54
H -3.59 5.67 -0.16
H -3.43 7.74 0.48
H -1.64 7.74 0.48
H -2.53 7.95 2.06
C 3.31 -1.51 5.33
C 2.57 -0.11 5.49
C 1.09 -0.24 5.75
N 0.42 1.20 5.74
C -1.16 1.02 5.82
C -1.69 0.45 4.47
C -1.31 1.30 3.25
C 0.18 1.53 3.26
C 0.74 2.08 4.54
C 0.85 2.20 6.89
H 4.24 -1.33 4.79
H 2.78 -2.25 4.72
H 3.59 -1.97 6.28
H 2.81 0.38 4.54
H 2.87 0.50 6.34
H 0.77 -0.64 6.71
H 0.74 -0.82 4.89
H -1.36 0.29 6.60
H -1.56 1.99 6.12
H -1.43 -0.60 4.31
H -2.78 0.52 4.52
H -1.63 0.71 2.39
H -1.88 2.23 3.30
H 0.65 0.57 3.05
H 0.36 2.14 2.38
H 1.82 2.20 4.49
H 0.33 3.09 4.59
H 1.92 2.41 6.86
H 0.57 1.69 7.81
H 0.23 3.08 6.70
C 2.79 2.02 -4.91
C 1.58 1.97 -3.96
C 0.41 2.96 -4.08
N -0.78 2.61 -3.13
C -1.93 3.64 -3.57
C -2.55 3.36 -4.92
C -3.06 1.98 -4.99
C -1.90 1.03 -4.81
C -1.33 1.21 -3.36
C -0.51 2.87 -1.67
H 3.75 1.64 -4.56
H 2.92 3.00 -5.37
H 2.62 1.57 -5.89
H 1.97 2.37 -3.03
H 1.29 0.93 -3.82
H 0.11 2.92 -5.13
H 0.69 4.00 -3.94
H -1.55 4.66 -3.60
H -2.70 3.73 -2.81
H -1.76 3.58 -5.63
H -3.22 4.20 -5.08
H -3.58 1.79 -5.93
H -3.75 1.90 -4.15
H -1.02 1.05 -5.46
H -2.24 -0.01 -4.80
H -0.55 0.48 -3.14
H -2.08 0.91 -2.62
H -0.22 3.91 -1.52
H 0.32 2.20 -1.45
H -1.25 2.75 -0.87
C 8.47 -4.16 0.46
C 7.02 -3.96 -0.05
C 5.99 -3.46 0.96
N 5.90 -1.95 1.21
C 5.60 -1.10 -0.04
C 4.26 -1.34 -0.64
C 3.10 -1.19 0.32
C 3.32 -1.93 1.67
C 4.74 -1.88 2.25
C 7.21 -1.28 1.77
H 8.81 -5.15 0.18
H 8.55 -4.21 1.55
H 9.15 -3.42 0.06
H 6.70 -5.01 -0.09
H 6.89 -3.48 -1.01
H 6.08 -4.01 1.89
H 4.96 -3.63 0.62
H 6.39 -1.54 -0.66
H 5.80 -0.06 0.21
H 4.29 -2.36 -1.03
H 4.01 -0.78 -1.54
H 2.19 -1.55 -0.17
H 3.02 -0.13 0.55
H 3.05 -2.98 1.61
H 2.76 -1.47 2.48
H 4.84 -2.62 3.05
H 4.87 -0.91 2.73
H 7.90 -1.54 0.96
H 7.54 -1.89 2.61
H 7.22 -0.19 1.86
```

=====

A 11-piece molecular cluster, C54H126N4O25 overall in a non-equilibrium geometry. Source: OMol25; level of theory: the ωB97M-V functional and the def2-TZVPD basis.

Values from the calculation:
- E_tot: -4232.293426 Eh
- Charge: 0
- HOMO level: -9.1 eV
- Kohn-Sham gap: 8.96 eV
- SMILES: COCCOCCOC.COCCOCCOC.COCCOCCOC.COCCOCCOC.COCCOCCOC.COCCOCCOC.COCCOCCOC.CN(C)C=O.CN(C)C=O.CN(C)C=O.CN(C)C=O

XYZ file:
```
209
C54H126N4O25 the ωB97M-V functional and the def2-TZVPD basis
C -9.75 2.46 7.44
O -9.05 3.59 7.70
C -8.49 4.35 6.61
C -7.75 5.55 7.21
O -6.43 5.34 7.78
C -5.51 4.86 6.80
C -4.89 5.86 5.79
O -3.85 6.64 6.13
C -3.56 7.68 5.26
H -9.14 1.56 7.55
H -10.12 2.46 6.42
H -10.57 2.20 8.11
H -9.43 4.66 6.15
H -7.89 3.84 5.85
H -8.41 5.98 7.97
H -7.64 6.37 6.51
H -5.68 3.89 6.34
H -4.76 4.64 7.56
H -5.61 6.39 5.15
H -4.39 5.27 5.02
H -4.21 8.56 5.23
H -3.58 7.43 4.20
H -2.60 8.16 5.44
C 11.33 -2.89 -1.46
O 10.20 -3.56 -1.05
C 9.39 -3.08 0.03
C 8.04 -3.77 0.07
O 7.60 -4.04 1.40
C 6.47 -4.89 1.40
C 6.33 -5.58 2.78
O 5.82 -4.80 3.75
C 6.39 -3.59 3.94
H 11.72 -3.39 -2.35
H 11.97 -2.88 -0.58
H 11.19 -1.85 -1.76
H 9.40 -2.00 -0.11
H 9.95 -3.30 0.94
H 8.27 -4.73 -0.39
H 7.17 -3.35 -0.43
H 6.59 -5.64 0.61
H 5.62 -4.27 1.10
H 7.30 -5.96 3.11
H 5.65 -6.41 2.60
H 7.47 -3.69 3.86
H 6.31 -3.27 4.98
H 6.01 -2.81 3.28
C 1.15 9.58 -1.49
O 1.02 9.24 -2.86
C -0.01 8.38 -3.31
C -1.47 8.88 -3.08
O -1.87 10.15 -3.46
C -1.47 10.62 -4.72
C -2.40 11.71 -5.30
O -3.79 11.43 -5.37
C -4.29 10.84 -6.59
H 2.15 10.03 -1.44
H 1.06 8.58 -1.07
H 0.29 10.11 -1.09
H 0.06 7.45 -2.74
H 0.25 8.13 -4.34
H -1.83 8.73 -2.06
H -2.05 8.16 -3.65
H -1.46 9.82 -5.45
H -0.46 11.03 -4.71
H -2.03 12.23 -6.19
H -2.35 12.36 -4.43
H -4.08 9.77 -6.69
H -3.95 11.43 -7.43
H -5.37 10.91 -6.45
C -1.91 -8.83 -5.71
O -1.74 -9.43 -4.40
C -1.43 -8.46 -3.46
C -1.06 -9.14 -2.16
O -0.60 -8.11 -1.23
C 0.03 -8.70 0.02
C -1.05 -9.48 0.92
O -1.61 -10.63 0.27
C -2.49 -11.46 1.05
H -1.05 -8.60 -6.33
H -2.55 -7.95 -5.66
H -2.45 -9.47 -6.41
H -2.30 -7.86 -3.24
H -0.59 -7.85 -3.80
H -0.40 -9.99 -2.30
H -1.96 -9.61 -1.76
H 0.39 -7.88 0.64
H 0.92 -9.27 -0.22
H -1.90 -8.81 1.07
H -0.62 -9.70 1.90
H -2.14 -11.99 1.93
H -2.54 -12.30 0.36
H -3.53 -11.21 1.22
C -5.62 -2.25 10.73
O -5.44 -2.13 9.35
C -4.70 -1.05 8.94
C -3.17 -1.16 8.74
O -2.46 -0.11 8.20
C -1.03 -0.40 7.96
C -0.15 0.80 7.83
O -0.57 1.65 6.74
C 0.28 2.74 6.56
H -6.31 -1.48 11.09
H -4.71 -1.99 11.27
H -5.88 -3.23 11.13
H -5.05 -0.08 9.30
H -4.96 -0.85 7.90
H -2.89 -2.08 8.22
H -2.73 -1.36 9.71
H -1.10 -0.94 7.01
H -0.54 -1.13 8.60
H 0.91 0.58 7.86
H -0.24 1.34 8.77
H 0.23 3.53 7.31
H 0.03 3.17 5.59
H 1.31 2.39 6.65
C 9.18 3.72 0.99
O 8.98 3.60 -0.43
C 10.28 3.59 -1.06
C 10.11 3.52 -2.62
O 9.40 2.39 -3.06
C 9.19 2.29 -4.45
C 7.79 1.49 -4.52
O 6.61 2.22 -4.32
C 6.32 2.60 -2.95
H 9.77 2.94 1.47
H 8.21 3.83 1.47
H 9.79 4.54 1.39
H 10.77 2.62 -1.00
H 10.92 4.40 -0.70
H 11.05 3.66 -3.16
H 9.68 4.46 -2.96
H 9.95 1.63 -4.87
H 9.22 3.22 -5.03
H 7.82 0.65 -3.83
H 7.69 0.93 -5.45
H 6.67 3.63 -2.85
H 6.97 2.02 -2.29
H 5.32 2.33 -2.62
C 2.38 -2.89 -8.62
O 2.94 -3.58 -7.49
C 4.03 -4.41 -7.85
C 4.69 -5.00 -6.59
O 6.04 -5.25 -6.70
C 6.25 -6.60 -7.08
C 7.80 -6.94 -7.17
O 8.51 -6.23 -8.15
C 8.81 -4.85 -7.86
H 1.73 -2.08 -8.26
H 1.72 -3.56 -9.16
H 3.06 -2.22 -9.14
H 4.65 -3.81 -8.51
H 3.75 -5.26 -8.48
H 4.10 -5.82 -6.17
H 4.65 -4.28 -5.77
H 5.82 -6.69 -8.08
H 5.72 -7.26 -6.40
H 7.99 -7.98 -7.44
H 8.33 -6.80 -6.22
H 9.12 -4.90 -6.81
H 7.90 -4.25 -7.95
H 9.50 -4.30 -8.50
C -6.60 -2.94 3.71
O -7.82 -2.88 3.55
N -5.89 -4.06 3.58
C -4.42 -4.18 3.84
C -6.58 -5.32 3.29
H -5.91 -2.13 4.01
H -4.23 -4.89 4.65
H -3.88 -3.24 3.95
H -3.96 -4.70 2.99
H -7.62 -5.48 3.56
H -6.42 -5.73 2.30
H -6.06 -6.07 3.89
C -6.38 -1.32 -5.09
O -7.14 -1.40 -6.10
N -6.56 -2.21 -4.06
C -5.55 -2.43 -3.07
C -7.63 -3.17 -4.18
H -5.58 -0.61 -4.83
H -5.36 -3.49 -2.93
H -5.87 -1.98 -2.13
H -4.65 -1.85 -3.29
H -7.30 -4.15 -4.50
H -8.14 -3.21 -3.22
H -8.42 -2.85 -4.86
C -0.78 0.88 -0.43
O -1.27 1.39 -1.35
N -0.07 -0.28 -0.51
C 0.47 -0.89 0.70
C 0.24 -1.05 -1.71
H -0.88 1.09 0.65
H 0.45 -1.98 0.62
H -0.19 -0.67 1.54
H 1.50 -0.55 0.81
H 1.32 -1.04 -1.90
H 0.25 -2.14 -1.60
H -0.18 -0.73 -2.67
C -7.23 6.84 0.21
O -7.43 6.09 1.10
N -8.00 7.95 -0.02
C -7.68 8.97 -1.03
C -9.10 8.38 0.83
H -6.36 6.68 -0.46
H -8.48 9.45 -1.60
H -7.23 8.46 -1.88
H -7.03 9.74 -0.61
H -9.29 7.63 1.60
H -8.84 9.35 1.25
H -10.11 8.54 0.47
```